{
  "formula": "C38H79FN3O12S3",
  "method": "ωB97M-V with the def2-TZVPD basis set",
  "elements": ["C", "C", "C", "F", "C", "N", "C", "C", "O", "C", "C", "O", "C", "S", "C", "C", "O", "O", "C", "C", "C", "O", "C", "O", "C", "S", "S", "C", "N", "C", "C", "C", "N", "H", "H", "H", "H", "H", "H", "H", "H", "H", "H", "H", "H", "H", "H", "H", "H", "H", "H", "H", "H", "H", "H", "H", "H", "H", "H", "H", "H", "H", "H", "H", "C", "C", "C", "O", "H", "H", "H", "H", "H", "H", "H", "H", "C", "C", "C", "O", "H", "H", "H", "H", "H", "H", "H", "H", "C", "C", "C", "O", "H", "H", "H", "H", "H", "H", "H", "H", "C", "C", "C", "O", "H", "H", "H", "H", "H", "H", "H", "H", "C", "C", "C", "O", "H", "H", "H", "H", "H", "H", "H", "H", "C", "C", "C", "O", "H", "H", "H", "H", "H", "H", "H", "H"],
  "xyz": [[2.8714, -3.6691, 1.5944], [3.5985, -2.3833, 0.9716], [2.6329, -1.0849, 0.8891], [1.2312, -1.4323, 1.0659], [2.8750, -0.2164, -0.4583], [4.2683, 0.2641, -0.4712], [4.6402, 1.1507, 0.6483], [5.7347, 0.5662, 1.6917], [4.2447, 2.3151, 0.8648], [4.6879, 0.9494, -1.7137], [4.2013, 2.3629, -2.2607], [5.5576, 0.3513, -2.4106], [2.7044, -1.0585, -1.8456], [1.6509, -2.6085, -1.8053], [-0.1272, -2.1733, -1.5695], [-0.9910, -2.1686, -2.9401], [-0.8794, -3.0328, -3.8258], [-1.9518, -1.0927, -3.0272], [-3.0452, -1.4239, -2.1004], [-3.4637, -0.1820, -1.1788], [-4.1929, 0.9602, -2.0747], [-2.3779, 0.3526, -0.3685], [-2.5950, 0.0489, 1.0148], [-2.3771, -1.1217, 1.4095], [-3.1068, 1.0995, 2.1042], [-2.0080, 1.1608, 3.6317], [1.7141, -0.0201, -3.0740], [1.0930, 0.9745, -1.6760], [1.7384, 0.7963, -0.5040], [1.1301, 1.6063, 0.5856], [1.2601, 3.1747, 0.4661], [1.2284, 4.0014, 1.8686], [1.3461, 3.8917, -0.6234], [2.1909, -4.1175, 0.7955], [2.2993, -3.3853, 2.5549], [3.6944, -4.3920, 1.9259], [4.1140, -2.5900, -0.0355], [4.4652, -2.1182, 1.6885], [2.8775, -0.4838, 1.8443], [5.1940, -0.0850, 2.4530], [6.4928, -0.0614, 1.0968], [6.3010, 1.4240, 2.2115], [3.7543, 2.2712, -3.3069], [3.5536, 2.9277, -1.5156], [5.1581, 2.9977, -2.3907], [3.6664, -1.5020, -2.3032], [-0.3141, -1.2251, -0.9551], [-0.5889, -3.0293, -0.9445], [-3.9658, -1.6531, -2.7573], [-2.8302, -2.3722, -1.4928], [-4.2922, -0.5615, -0.4683], [-3.4446, 1.6498, -2.5867], [-4.8573, 0.4528, -2.8593], [-4.9007, 1.5324, -1.3749], [-3.2006, 2.1694, 1.7139], [-4.1379, 0.7715, 2.4681], [-2.0825, -0.0738, 4.2576], [0.2036, 1.6791, -1.8566], [0.0023, 1.3537, 0.6070], [1.5123, 1.3054, 1.6288], [0.1913, 4.5087, 1.8744], [1.1897, 3.2439, 2.7403], [2.0834, 4.7431, 1.9580], [1.4109, 4.8906, -0.3376], [-2.0161, 7.4846, 0.2720], [-0.6139, 8.0722, 0.2721], [-0.4965, 9.2251, -0.7119], [0.3274, 7.0543, -0.0745], [-2.2736, 7.0880, -0.7159], [-2.0825, 6.6496, 0.9753], [-2.7589, 8.2360, 0.5504], [-0.3613, 8.4196, 1.2769], [-0.7011, 8.8890, -1.7339], [0.5191, 9.6297, -0.7095], [-1.1936, 10.0287, -0.4630], [0.1117, 6.7404, -0.9634], [1.4887, 2.6476, 7.7849], [0.4586, 1.7170, 7.1646], [0.5516, 0.3178, 7.7525], [0.6647, 1.6538, 5.7532], [2.5050, 2.2882, 7.5932], [1.4180, 3.6461, 7.3451], [1.3461, 2.7304, 8.8650], [-0.5451, 2.1185, 7.3284], [1.5355, -0.1221, 7.5597], [-0.1865, -0.3430, 7.2897], [0.3810, 0.3308, 8.8316], [1.5501, 1.2999, 5.5973], [5.9224, -6.3220, -1.7862], [4.6262, -5.5728, -2.0495], [4.6047, -4.9776, -3.4485], [4.4773, -4.5277, -1.0865], [6.7837, -5.6499, -1.8599], [5.9287, -6.7343, -0.7738], [6.0568, -7.1401, -2.4977], [3.7779, -6.2514, -1.9258], [5.4206, -4.2589, -3.5796], [3.6718, -4.4324, -3.6197], [4.6996, -5.7552, -4.2099], [5.2244, -3.9216, -1.1879], [-2.7320, -6.7134, -2.7546], [-4.0188, -5.9490, -3.0205], [-4.0406, -5.3760, -4.4278], [-4.1447, -4.8876, -2.0731], [-1.8612, -6.0550, -2.8449], [-2.7247, -7.1103, -1.7357], [-2.6151, -7.5444, -3.4545], [-4.8761, -6.6126, -2.8807], [-3.2150, -4.6712, -4.5764], [-4.9659, -4.8196, -4.6015], [-3.9629, -6.1668, -5.1755], [-3.3906, -4.2959, -2.1891], [1.2531, 9.6123, 5.5781], [0.2702, 8.6576, 4.9193], [0.3950, 7.2535, 5.4903], [0.5131, 8.6213, 3.5136], [2.2852, 9.2893, 5.4072], [1.1604, 10.6140, 5.1504], [1.0811, 9.6748, 6.6554], [-0.7500, 9.0234, 5.0632], [1.3976, 6.8491, 5.3164], [-0.3091, 6.5756, 5.0000], [0.1974, 7.2454, 6.5651], [1.4136, 8.2989, 3.3750], [-7.5805, -9.0963, -6.2753], [-6.9821, -7.9152, -5.5278], [-7.4981, -6.5941, -6.0765], [-5.5600, -7.9531, -5.6408], [-7.3106, -9.0644, -7.3358], [-7.1926, -10.0381, -5.8783], [-8.6703, -9.1045, -6.1929], [-7.2254, -7.9916, -4.4645], [-7.2254, -6.4758, -7.1302], [-7.0515, -5.7540, -5.5379], [-8.5854, -6.5276, -5.9882], [-5.3338, -7.8863, -6.5781]],
  "total_energy_ev": -104938.0600,
  "total_charge": 1,
  "orbital_gap_ev": 7.6,
  "lumo_ha": -0.1408,
  "molar_mass_da": 885.3
}

=====

{
  "formula": "C38H80O22P2",
  "method": "ωB97M-V with the def2-TZVPD basis set",
  "elements": ["C", "O", "P", "O", "O", "C", "O", "C", "H", "H", "H", "H", "H", "H", "H", "H", "H", "C", "O", "P", "O", "O", "C", "O", "C", "H", "H", "H", "H", "H", "H", "H", "H", "H", "O", "C", "C", "C", "C", "O", "C", "C", "H", "H", "H", "H", "H", "H", "O", "C", "C", "C", "C", "O", "C", "C", "H", "H", "H", "H", "H", "H", "C", "O", "C", "C", "O", "C", "H", "H", "H", "H", "H", "H", "H", "H", "H", "H", "C", "O", "C", "C", "O", "C", "H", "H", "H", "H", "H", "H", "H", "H", "H", "H", "C", "O", "C", "C", "O", "C", "H", "H", "H", "H", "H", "H", "H", "H", "H", "H", "C", "O", "C", "C", "O", "C", "H", "H", "H", "H", "H", "H", "H", "H", "H", "H", "C", "O", "C", "C", "O", "C", "H", "H", "H", "H", "H", "H", "H", "H", "H", "H"],
  "xyz": [[-3.7015, 2.3817, -0.2074], [-3.8156, 3.7911, -0.1781], [-3.1493, 4.6719, 0.9351], [-3.4113, 6.0960, 0.8895], [-3.6557, 4.0181, 2.2796], [-3.0203, 4.3233, 3.5147], [-1.6017, 4.3196, 0.8575], [-0.9851, 4.3750, -0.4333], [-3.3394, 2.1079, -1.1947], [-4.6565, 1.9051, 0.0127], [-2.9888, 1.9714, 0.5113], [-3.6931, 4.7781, 4.2336], [-2.1209, 4.9040, 3.3192], [-2.6794, 3.3859, 3.9670], [-1.3083, 5.2675, -0.9885], [-1.2453, 3.5300, -1.0632], [0.0750, 4.5177, -0.2494], [-4.7311, -1.1746, 0.6514], [-4.4546, -1.5017, 2.0448], [-2.9968, -1.3111, 2.6108], [-1.9661, -1.4672, 1.5861], [-2.9884, 0.1723, 3.2151], [-4.0995, 1.0483, 3.1130], [-2.8854, -2.2484, 3.8488], [-3.1426, -1.8583, 5.1944], [-3.8065, -1.1749, 0.0843], [-5.1742, -0.1802, 0.6304], [-5.4504, -1.9341, 0.3755], [-3.8910, 1.9503, 2.5275], [-4.2636, 1.5281, 4.1001], [-5.0953, 0.6687, 2.8910], [-2.2894, -2.1348, 5.8031], [-3.9819, -2.4510, 5.5755], [-3.4793, -0.8317, 5.2866], [6.8100, 2.7104, -6.3150], [6.3992, 2.9120, -5.0513], [7.2745, 2.7273, -3.9726], [6.8083, 2.9038, -2.6936], [5.4605, 3.1267, -2.4329], [5.0839, 3.3299, -1.1299], [4.5922, 3.2568, -3.5102], [5.0732, 3.2099, -4.8047], [7.7242, 2.4538, -6.4287], [8.3490, 2.6408, -4.0911], [7.4457, 2.8558, -1.8175], [4.9913, 4.2753, -0.8703], [3.5212, 3.2606, -3.3420], [4.3650, 3.2062, -5.6263], [-1.2443, 0.3320, -0.3901], [0.1152, 0.4273, -0.2615], [0.7474, 1.3849, -0.9972], [2.1027, 1.6621, -0.8619], [2.8048, 1.0364, 0.1662], [4.1334, 1.2720, 0.3599], [2.1963, 0.0389, 0.9248], [0.8743, -0.3238, 0.6542], [-1.6006, -0.2197, 0.3270], [0.1891, 2.0103, -1.6819], [2.5299, 2.4609, -1.4526], [4.4868, 1.9740, -0.2341], [2.6745, -0.4400, 1.7718], [0.5149, -1.0851, 1.3362], [-5.5550, -5.5044, -0.0181], [-4.3135, -5.3814, 0.6024], [-3.3408, -4.8487, -0.2610], [-1.9668, -5.0992, 0.2716], [-0.9935, -4.7098, -0.6971], [-0.1358, -3.7237, -0.1937], [-5.6029, -6.3322, -0.7430], [-5.8650, -4.5663, -0.5050], [-6.3485, -5.7391, 0.6965], [-3.5070, -3.7671, -0.3731], [-3.4511, -5.3432, -1.2324], [-1.8113, -6.1797, 0.4102], [-1.7271, -4.6518, 1.2401], [-0.6568, -2.8688, 0.2292], [0.5013, -3.2902, -0.9673], [0.5294, -4.2126, 0.5288], [2.2562, -6.7611, -2.9020], [2.7605, -5.5790, -2.3261], [3.5053, -5.8564, -1.1666], [3.7330, -4.5709, -0.4543], [4.8103, -4.7783, 0.4451], [5.3318, -3.6284, 1.0377], [1.9090, -6.5781, -3.9280], [1.4361, -7.1600, -2.3029], [3.0783, -7.4596, -3.1526], [4.4234, -6.3094, -1.5615], [3.0660, -6.6238, -0.5162], [2.8307, -4.1762, 0.0377], [4.0064, -3.7871, -1.1794], [5.0701, -3.4645, 2.0874], [5.1015, -2.6760, 0.5491], [6.4248, -3.5869, 0.9243], [2.2912, 5.9504, -2.8858], [2.6073, 5.6362, -1.5343], [3.2279, 6.7277, -0.9083], [3.6010, 6.4120, 0.5228], [4.5123, 5.3297, 0.5088], [5.0842, 5.0057, 1.7429], [1.6181, 6.8217, -2.8547], [1.7883, 5.1254, -3.3806], [3.1842, 6.2046, -3.4694], [2.5334, 7.5856, -0.9446], [4.1343, 7.0575, -1.4433], [2.7102, 6.2335, 1.1355], [4.1376, 7.2816, 0.9300], [4.3929, 4.9566, 2.5906], [5.8508, 5.7374, 2.0329], [5.5382, 4.0270, 1.6094], [-7.6753, -0.3992, -5.4259], [-7.1793, -1.1718, -4.3495], [-6.8043, -0.4204, -3.2583], [-5.4850, 0.3099, -3.3726], [-4.5063, -0.5162, -3.8852], [-3.1822, -0.1271, -3.5947], [-7.6934, -1.0215, -6.3216], [-7.0399, 0.4497, -5.7191], [-8.6810, -0.0168, -5.2092], [-6.6542, -1.1727, -2.4610], [-7.5643, 0.1803, -2.7349], [-5.3324, 0.8665, -2.4392], [-5.6788, 1.0949, -4.1313], [-2.5588, -0.5788, -4.3583], [-2.9148, -0.4975, -2.5956], [-3.0018, 0.9548, -3.5434], [2.7311, -4.5126, 3.6124], [3.2603, -3.3287, 4.2141], [2.4987, -3.0083, 5.3278], [1.1889, -2.2987, 5.0497], [1.3617, -1.0606, 4.4231], [0.0884, -0.4727, 4.2112], [2.8012, -5.3558, 4.3182], [3.3908, -4.7914, 2.7882], [1.7024, -4.3856, 3.2591], [3.0693, -2.4419, 6.0577], [2.1550, -3.9429, 5.8045], [0.6728, -2.1314, 6.0145], [0.4668, -2.9258, 4.4997], [-0.4934, -1.2094, 3.6551], [0.2744, 0.3126, 3.4780], [-0.3566, -0.1027, 5.1360]],
  "total_energy_ev": -104322.9099,
  "total_charge": 0,
  "orbital_gap_ev": 7.6,
  "lumo_ha": 0.0145,
  "molar_mass_da": 951.0
}

=====

{
  "formula": "C38H81N9O12S",
  "method": "ωB97M-V with the def2-TZVPD basis set",
  "elements": ["C", "C", "C", "C", "C", "C", "C", "C", "N", "C", "C", "C", "O", "S", "O", "O", "O", "C", "C", "C", "N", "C", "C", "C", "O", "H", "H", "H", "H", "H", "H", "H", "H", "H", "H", "H", "H", "H", "H", "H", "H", "H", "H", "H", "H", "H", "H", "H", "H", "H", "H", "H", "H", "H", "H", "H", "H", "C", "N", "C", "C", "O", "H", "H", "H", "H", "H", "H", "H", "C", "N", "C", "C", "O", "H", "H", "H", "H", "H", "H", "H", "C", "N", "C", "C", "O", "H", "H", "H", "H", "H", "H", "H", "C", "N", "C", "C", "O", "H", "H", "H", "H", "H", "H", "H", "C", "N", "C", "C", "O", "H", "H", "H", "H", "H", "H", "H", "C", "N", "C", "C", "O", "H", "H", "H", "H", "H", "H", "H", "C", "N", "C", "C", "O", "H", "H", "H", "H", "H", "H", "H"],
  "xyz": [[5.6053, 4.1427, -0.2627], [5.8279, 3.1842, -1.4683], [6.0298, 1.7202, -1.0591], [4.7729, 0.9870, -0.5364], [3.4857, 1.1750, -1.3613], [2.3291, 1.8723, -0.5436], [0.9255, 1.2142, -0.6978], [0.2428, 0.7615, 0.5999], [0.5411, -0.6051, 0.9657], [1.7685, -0.9814, 0.9459], [2.8055, -0.5356, 1.9590], [2.2221, -1.9816, -0.1047], [0.5829, 1.6166, 1.7796], [-0.3781, 1.0280, 2.9706], [-1.0622, 2.0540, 3.7317], [0.3562, 0.1516, 3.8720], [-1.4971, 0.2574, 2.0375], [-1.3231, 0.8341, 0.6892], [-2.0969, -0.1516, -0.2071], [-1.8921, 0.0230, -1.7396], [-1.8407, 2.1919, 0.9058], [-3.2626, 2.2128, 1.2815], [-1.6966, 3.0499, -0.2458], [-0.5626, 4.0750, -0.1886], [-2.4350, 3.0328, -1.1921], [6.5667, 4.5814, 0.0145], [5.1380, 3.6430, 0.5890], [4.9591, 4.9546, -0.6092], [5.0314, 3.3377, -2.1995], [6.7570, 3.5046, -1.9548], [6.7434, 1.7261, -0.2234], [6.5014, 1.1344, -1.8540], [5.0133, -0.0836, -0.5784], [4.6231, 1.2160, 0.5179], [3.1373, 0.1925, -1.6950], [3.6448, 1.7661, -2.2664], [2.6520, 1.9898, 0.4909], [2.2552, 2.8882, -0.9465], [1.0085, 0.3297, -1.3317], [0.3046, 1.9072, -1.2667], [3.7088, -1.1411, 1.8550], [2.3917, -0.7295, 2.9515], [3.0843, 0.5153, 1.8682], [1.6101, -2.8807, 0.0454], [3.2845, -2.1923, -0.0070], [1.9956, -1.6255, -1.1054], [-1.6979, -1.1299, 0.0630], [-3.1584, -0.1765, 0.0323], [-1.3485, 0.9169, -2.0253], [-2.8788, 0.1069, -2.2076], [-1.4576, -0.8867, -2.1598], [-3.9062, 1.7849, 0.5109], [-3.5525, 3.2675, 1.3428], [-3.4392, 1.7857, 2.2643], [-0.4300, 4.4716, -1.1947], [0.3611, 3.5876, 0.1246], [-0.8482, 4.8743, 0.4961], [5.6294, 2.6587, 5.8796], [4.9547, 2.2469, 4.6655], [3.9668, 1.1830, 4.7143], [5.1953, 2.8140, 3.4728], [4.6257, 2.4955, 2.4435], [6.1760, 1.8143, 6.3036], [4.8967, 3.0105, 6.6085], [6.3308, 3.4634, 5.6676], [4.2835, 0.3677, 4.0644], [3.0087, 1.5619, 4.3529], [3.8545, 0.8138, 5.7304], [5.9518, 3.6152, 3.5069], [-0.2497, -0.0474, 7.4197], [1.0082, -0.6872, 7.7606], [1.2787, -1.0425, 9.1422], [1.9377, -0.9634, 6.8264], [3.0114, -1.4965, 7.0434], [-0.3424, 0.8973, 7.9601], [-1.0820, -0.6986, 7.6948], [-0.2958, 0.1516, 6.3498], [2.1795, -0.5325, 9.4870], [1.4438, -2.1178, 9.2231], [0.4368, -0.7560, 9.7673], [1.6313, -0.6532, 5.8131], [-8.1748, 1.0030, -2.2256], [-6.8639, 0.4166, -2.0366], [-6.3889, 0.1674, -0.6875], [-6.0718, 0.0904, -3.0730], [-4.9621, -0.4026, -2.9776], [-8.2156, 1.9817, -1.7426], [-8.9356, 0.3552, -1.7860], [-8.3848, 1.1244, -3.2862], [-5.4642, 0.7193, -0.5178], [-6.1885, -0.8970, -0.5579], [-7.1392, 0.4836, 0.0325], [-6.5307, 0.3097, -4.0509], [-2.1700, 9.1341, -0.3290], [-0.9050, 8.4429, -0.1824], [-0.4203, 8.1230, 1.1498], [-0.1550, 8.0837, -1.2463], [0.9075, 7.5020, -1.1768], [-2.1262, 10.1003, 0.1784], [-2.9724, 8.5374, 0.1101], [-2.3899, 9.2990, -1.3817], [0.5474, 8.5978, 1.3153], [-0.2914, 7.0449, 1.2497], [-1.1301, 8.4745, 1.8944], [-0.6057, 8.3730, -2.2109], [-3.8931, -5.4067, -1.6104], [-4.9260, -4.3923, -1.7275], [-4.6297, -3.1493, -2.4256], [-6.1558, -4.5557, -1.2115], [-7.0552, -3.7353, -1.2790], [-3.0351, -4.9941, -1.0760], [-3.5755, -5.7217, -2.6012], [-4.2636, -6.2730, -1.0659], [-4.7726, -2.3115, -1.7539], [-5.3083, -3.0316, -3.2692], [-3.6027, -3.1579, -2.7824], [-6.2855, -5.5261, -0.7020], [-4.3991, -9.4044, -5.3897], [-3.2431, -8.9349, -4.6514], [-1.9140, -9.1631, -5.1920], [-3.3582, -8.2902, -3.4735], [-2.4247, -7.8756, -2.8152], [-4.3441, -10.4877, -5.5149], [-4.4269, -8.9330, -6.3741], [-5.3140, -9.1577, -4.8553], [-1.3254, -9.7544, -4.4897], [-1.4077, -8.2091, -5.3437], [-1.9875, -9.6906, -6.1396], [-4.4061, -8.1670, -3.1494], [2.5852, -3.9154, -4.9338], [3.5941, -3.2116, -4.1665], [4.9949, -3.5532, -4.3499], [3.2776, -2.2464, -3.2844], [4.0684, -1.6176, -2.6093], [2.6302, -4.9837, -4.7129], [2.7591, -3.7641, -6.0010], [1.5933, -3.5456, -4.6824], [5.4210, -3.8871, -3.4032], [5.5490, -2.6751, -4.6833], [5.0872, -4.3443, -5.0895], [2.1905, -2.0612, -3.2221]],
  "total_energy_ev": -89533.0623,
  "total_charge": 0,
  "orbital_gap_ev": 8.5,
  "lumo_ha": 0.0124,
  "molar_mass_da": 888.2
}